Entry 1:
Molecular formula: C24H29N2O3S3V
Method: DFT, ωB97M-V/def2-TZVPD

Kohn-Sham gap (alpha / beta) = 7.0 / 7.6 eV
charge = +1
2S+1 = 2

XYZ file:
```
62
Properties=species:S:1:pos:R:3:nbo_charge:R:1
V -0.5274 0.2901 0.2253 1.09
S 1.4313 -0.7825 -0.2002 -0.14
C 1.9821 -1.3674 1.3480 0.05
N 3.2599 -1.7561 1.5054 -0.34
C 3.7143 -2.0531 2.8552 -0.23
C 2.6506 -2.8402 3.5820 -0.23
N 1.4072 -2.0840 3.5732 -0.36
C 0.4195 -2.3931 4.6110 -0.24
C -0.5195 -3.5304 4.2654 -0.07
C -1.8812 -3.2957 4.1056 -0.20
C -2.7503 -4.3408 3.8213 -0.22
C -2.2636 -5.6324 3.6777 -0.21
C -0.9061 -5.8771 3.8384 -0.22
C -0.0432 -4.8333 4.1392 -0.16
C 1.0798 -1.4183 2.4392 0.04
S -0.4565 -0.6165 2.3269 -0.12
C 4.1931 -1.9634 0.3929 -0.26
C 4.1557 -3.3905 -0.1044 0.04
C 3.3406 -3.7425 -1.1763 -0.25
C 3.2736 -5.0608 -1.6043 -0.20
C 4.0153 -6.0422 -0.9618 -0.20
C 4.8418 -5.6968 0.0976 -0.20
C 4.9155 -4.3766 0.5179 -0.24
H 3.9283 -1.1200 3.3853 0.22
H 4.6294 -2.6367 2.7986 0.23
H 2.9475 -3.0086 4.6169 0.23
H 2.5174 -3.8122 3.0929 0.21
H -0.1512 -1.4909 4.8256 0.24
H 0.9885 -2.6421 5.5073 0.22
H -2.2646 -2.2898 4.2242 0.22
H -3.8118 -4.1475 3.7288 0.22
H -2.9407 -6.4496 3.4657 0.23
H -0.5227 -6.8857 3.7551 0.22
H 1.0059 -5.0469 4.3065 0.20
H 5.1884 -1.7085 0.7575 0.22
H 3.9440 -1.2661 -0.4036 0.24
H 2.7737 -2.9735 -1.6871 0.22
H 2.6560 -5.3217 -2.4548 0.22
H 3.9677 -7.0685 -1.3003 0.23
H 5.4446 -6.4520 0.5843 0.23
H 5.5951 -4.1119 1.3202 0.21
C -1.9641 3.6840 -0.3977 -0.73
C -0.5123 3.3504 -0.1750 0.81
O 0.3903 4.1275 -0.2395 -0.52
O -0.2952 2.0311 0.1054 -0.73
H -2.0907 4.7600 -0.4580 0.25
H -2.5733 3.2773 0.4092 0.23
H -2.2909 3.2303 -1.3351 0.24
O -1.9356 -0.7212 -0.5624 -0.95
S -2.4478 -2.0753 -1.1147 1.25
C -2.4567 -3.1630 0.3363 -0.58
C -1.0632 -3.7691 0.4270 -0.43
C -0.6775 -4.1223 -1.0042 -0.42
C -1.0080 -2.8985 -1.8600 -0.59
H -3.2278 -3.9139 0.1539 0.25
H -2.7486 -2.5408 1.1815 0.27
H -1.0683 -4.6353 1.0881 0.25
H -0.3700 -3.0332 0.8399 0.23
H -1.2486 -4.9876 -1.3466 0.22
H 0.3819 -4.3618 -1.0976 0.25
H -1.2446 -3.1156 -2.8995 0.26
H -0.2155 -2.1497 -1.8147 0.27
```


Entry 2:
Molecular formula: C5H14N2O
Method: DFT, ωB97M-V/def2-TZVPD

Kohn-Sham gap = 5.3 eV
2S+1 = 1
energy above the lowest of the compared OMol25 structures with the same formula, charge and spin = 993.9 kJ/mol

XYZ file:
```
22
Properties=species:S:1:pos:R:3:nbo_charge:R:1
C 0.1831 1.0814 -0.5679 -0.29
N 0.2448 1.4985 0.7949 -0.73
C 2.2896 -0.8257 0.9527 -0.15
O 3.0352 -0.4538 -0.0007 -0.50
C -0.5191 -0.3455 -0.6805 -0.03
C -1.2781 -0.6828 0.6032 -0.43
C -2.5168 0.1535 0.8112 -0.60
N -1.4327 -0.3007 -1.8292 -0.84
H -0.4881 1.7550 -1.1092 0.20
H 1.1511 0.9586 -1.0779 0.17
H 1.2259 1.5053 1.0912 0.31
H 2.6577 -0.5787 1.9604 0.19
H 1.3311 -1.3515 1.1675 0.26
H 1.6466 -0.5776 -0.0973 0.54
H 0.2041 -1.1601 -0.9197 0.15
H -1.4384 -1.7551 0.6655 0.19
H -0.5169 -0.4686 1.3654 0.22
H -3.3782 -0.3053 0.3241 0.21
H -2.7427 0.3060 1.8647 0.21
H -2.4009 1.1191 0.3378 0.22
H -1.0492 0.3002 -2.5458 0.36
H -1.5881 -1.2374 -2.1820 0.36
```


Entry 3:
Molecular formula: C3HCl3
Method: DFT, ωB97M-V/def2-TZVPD

Kohn-Sham gap (alpha / beta) = 6.2 / 6.2 eV
2S+1 = 1
energy above the lowest of the compared OMol25 structures with the same formula, charge and spin = 685.0 kJ/mol

XYZ file:
```
7
Properties=species:S:1:pos:R:3:nbo_charge:R:1
C 1.1942 -0.2571 0.1511 -0.39
C 2.3772 -0.2684 0.1022 0.05
C -1.2955 0.0138 -0.0784 -0.17
Cl -1.5955 -1.1283 1.3213 0.05
Cl -1.9588 1.5316 0.2081 0.19
Cl -1.8176 -0.7250 -1.5397 0.14
H -0.0301 -0.1995 -0.1313 0.13
```


Entry 4:
Molecular formula: C31H51N5O5
Method: DFT, ωB97M-V/def2-TZVPD

Kohn-Sham gap (alpha / beta) = 2.0 / 6.9 eV
charge = -1
2S+1 = 2

XYZ file:
```
92
Properties=species:S:1:pos:R:3:lowdin_charge:R:1
C 2.7893 4.3686 -1.3732 -0.04
C 3.3653 4.2887 -0.0155 -0.48
O 4.6077 4.2276 0.1609 0.01
C 2.4271 4.3246 1.1127 -0.02
H 1.7092 4.3677 -1.5204 0.08
H 3.1804 3.6497 -2.0931 0.08
H 3.1290 5.2796 -1.8659 0.08
H 1.6766 3.5365 1.0516 0.07
H 1.8978 5.2735 1.2000 0.10
H 3.1208 4.1806 1.9411 0.07
C -3.8315 -0.7085 -3.9531 -0.14
C -4.5567 -0.6127 -2.6937 -0.67
O -4.2658 0.1992 -1.7894 -0.17
C -5.9190 -1.2719 -2.6655 -0.13
H -3.5171 -1.7502 -4.0186 0.06
H -2.9861 -0.0221 -4.0004 0.05
H -4.4276 -0.4952 -4.8404 0.04
H -6.6890 -0.5004 -2.6637 0.03
H -5.8053 -1.8377 -1.7409 0.06
H -6.2189 -1.9405 -3.4724 0.05
C 4.4323 -4.0620 1.5591 -0.03
C 3.2656 -3.3015 1.0683 -0.49
O 3.2173 -2.8292 -0.0643 0.04
C 2.2200 -2.9918 2.0821 -0.02
H 4.1716 -4.4516 2.5432 0.07
H 5.2640 -3.3603 1.6225 0.10
H 4.6309 -4.9431 0.9489 0.09
H 1.9282 -1.9416 2.0781 0.06
H 2.4840 -3.2043 3.1181 0.08
H 1.2805 -3.4714 1.8075 0.08
C -3.1627 -1.7269 1.2920 0.01
C -1.9056 -1.7808 2.1251 -0.48
O -0.9114 -2.4068 1.7315 0.01
C -1.8368 -0.9506 3.3410 -0.03
H -3.5287 -2.7428 1.1435 0.10
H -2.9200 -1.1901 0.3750 0.08
H -3.7377 -1.1139 1.9861 0.08
H -0.8420 -0.7986 3.7597 0.08
H -2.3666 -1.2626 4.2410 0.09
H -2.2005 0.0221 3.0099 0.08
C 0.8706 0.4862 1.1444 -0.01
C 0.2668 0.9936 -0.0869 -0.56
O 0.8254 1.9933 -0.5581 0.00
N -0.7273 0.2862 -0.6356 0.06
C -1.2411 0.5924 -1.9516 -0.06
H 1.9570 0.5535 1.0875 0.09
H 0.5248 -0.5281 1.3434 0.05
H 0.5638 1.0453 2.0284 0.08
H -1.0091 -0.5551 -0.1530 0.10
H -1.7801 -0.1549 -2.5340 0.06
H -0.3714 0.9399 -2.5092 0.06
H -1.8487 1.4935 -1.8688 0.08
N 3.0757 -0.9597 -3.2120 0.01
C 3.1961 -2.0280 -4.0669 -0.11
C 2.1168 -1.9608 -4.9713 -0.13
C 1.4364 -0.8106 -4.6555 -0.15
C 2.0793 -0.1421 -3.6073 -0.12
H 3.8957 -0.6808 -2.6925 0.15
H 4.0215 -2.7150 -3.9526 0.11
H 2.0256 -2.6210 -5.8210 0.10
H 0.5961 -0.3715 -5.1727 0.10
H 1.9059 0.7605 -3.0402 0.11
N 0.1700 -2.9382 -2.8191 0.07
C -0.9763 -3.5773 -3.2525 -0.16
C -1.5865 -4.1743 -2.2203 -0.16
C -0.8801 -3.9430 -1.0670 -0.11
C 0.0766 -3.0404 -1.4731 -0.16
H 0.7911 -2.3061 -3.3037 0.07
H -1.4382 -3.6029 -4.2284 0.10
H -2.5449 -4.6717 -2.2423 0.10
H -1.0347 -4.3561 -0.0812 0.09
H 0.8973 -2.5816 -0.9417 0.09
N 4.6271 2.7769 4.2190 0.02
C 4.0339 1.9793 3.2752 -0.14
C 2.9938 1.3160 3.9183 -0.14
C 2.8894 1.7927 5.1824 -0.13
C 3.7745 2.8538 5.3074 -0.12
H 5.4218 3.3621 4.0042 0.15
H 4.4109 1.7497 2.2896 0.11
H 2.3366 0.6147 3.4257 0.07
H 2.2178 1.3704 5.9152 0.10
H 3.8673 3.4941 6.1721 0.10
N -4.6208 2.7286 0.8425 0.02
C -3.3708 2.5420 1.2277 -0.18
C -3.1651 3.1550 2.3975 -0.14
C -4.3682 3.8248 2.7048 -0.13
C -5.2343 3.6677 1.6160 -0.13
H -5.1221 2.3430 0.0551 0.13
H -2.7533 2.0423 0.4960 0.11
H -2.2815 3.2995 3.0014 0.09
H -4.4962 4.4839 3.5508 0.08
H -6.1832 4.1293 1.3857 0.10
```


Entry 5:
Molecular formula: C25H23Br2N2
Method: DFT, ωB97M-V/def2-TZVPD

structure (SMILES) = Cn1c(C[C@H](/C=C/c2ccc(Br)cc2)c2ccc(Br)cc2)[n+](C)c2ccccc21
Kohn-Sham gap = 6.8 eV
charge = +1
2S+1 = 1
energy above the lowest of the compared OMol25 structures with the same formula, charge and spin = 14.3 kJ/mol

XYZ file:
```
52
Properties=species:S:1:pos:R:3:nbo_charge:R:1
C -3.0777 1.2360 -0.4205 -0.41
N -2.8887 0.1994 0.5626 -0.32
C -1.7771 -0.6164 0.6246 0.52
C -0.5641 -0.4803 -0.2629 -0.52
C 0.8808 0.6034 -0.3248 -0.19
C 1.8944 0.5854 -1.4654 -0.23
C 1.7029 0.9292 -2.7735 -0.15
C 2.5900 0.6402 -3.8849 -0.03
C 2.2095 1.0446 -5.2107 -0.18
C 2.9797 0.7167 -6.3284 -0.24
C 4.1721 -0.0162 -6.1563 -0.08
Br 5.1794 -0.4945 -7.6437 0.11
C 4.5965 -0.4104 -4.8673 -0.23
C 3.8037 -0.0797 -3.7521 -0.19
C 1.5283 0.6391 1.0311 0.02
C 0.7842 1.2188 2.0667 -0.23
C 1.1807 1.1325 3.3914 -0.21
C 2.3849 0.4702 3.7085 -0.12
Br 2.8996 0.2571 5.4778 0.12
C 3.2179 -0.0216 2.6794 -0.22
C 2.7914 0.0778 1.3329 -0.22
N -2.0613 -1.5601 1.5790 -0.33
C -1.2553 -2.7445 1.8592 -0.41
C -3.2197 -1.1798 2.3055 0.18
C -3.7337 -1.6443 3.5278 -0.23
C -4.8000 -0.8988 4.0684 -0.19
C -5.3063 0.2277 3.4330 -0.19
C -4.7854 0.6813 2.2073 -0.20
C -3.7357 -0.0737 1.6729 0.10
H -3.9311 1.8269 -0.0944 0.23
H -2.1849 1.8685 -0.4709 0.22
H -3.3206 0.8157 -1.4065 0.23
H 0.0626 -1.3829 -0.1785 0.26
H -0.9299 -0.1861 -1.2737 0.25
H 0.2627 1.4663 -0.5288 0.21
H 2.9582 0.4273 -1.1892 0.21
H 0.7896 1.4619 -3.0057 0.20
H 1.3008 1.6335 -5.3260 0.22
H 2.6615 1.0258 -7.3268 0.24
H 5.5352 -0.9728 -4.7395 0.24
H 4.1390 -0.3852 -2.7399 0.21
H -0.1203 1.7693 1.8025 0.21
H 0.5675 1.5494 4.1785 0.23
H 4.1945 -0.4947 2.9059 0.24
H 3.4598 -0.3025 0.5455 0.22
H -1.6546 -3.1767 2.7751 0.23
H -1.3632 -3.4978 1.0714 0.23
H -0.2095 -2.4654 2.0018 0.23
H -3.3051 -2.5311 3.9909 0.24
H -5.2339 -1.2248 5.0093 0.24
H -6.1252 0.7733 3.8862 0.24
H -5.1441 1.5629 1.6748 0.23
```


Entry 6:
Molecular formula: C21H30N4O3S
Method: DFT, ωB97M-V/def2-TZVPD

structure (SMILES) = Cc1n[nH]c(C)c1S(=O)(=O)N(CC(=O)NC1CCCC1)c1ccc(C(C)C)cc1
Kohn-Sham gap = 8.9 eV
2S+1 = 1
energy above the lowest of the compared OMol25 structures with the same formula, charge and spin = 120.6 kJ/mol

XYZ file:
```
59
Properties=species:S:1:pos:R:3:nbo_charge:R:1
C -3.5109 -1.9523 -2.5569 -0.66
C -3.5883 -2.2822 -1.1126 0.20
N -4.7236 -2.5647 -0.5048 -0.27
N -4.4193 -2.8284 0.7694 -0.32
C -3.0999 -2.7269 1.0205 0.22
C -2.4884 -2.9718 2.3460 -0.66
C -2.5215 -2.3626 -0.1834 -0.50
S -0.7914 -2.1313 -0.4239 2.34
O -0.1452 -3.3871 -0.1377 -0.95
O -0.5397 -1.5472 -1.7073 -0.92
N -0.3287 -1.0787 0.8052 -0.67
C 0.7107 -1.5352 1.7045 -0.32
C 2.1320 -1.2569 1.1765 0.67
O 2.9140 -0.5614 1.7939 -0.64
N 2.3722 -1.8590 0.0038 -0.62
C 3.5538 -1.6484 -0.8159 -0.04
C 3.6530 -0.1952 -1.3238 -0.41
C 5.1416 0.1346 -1.2705 -0.40
C 5.5900 -0.5680 0.0067 -0.41
C 4.8754 -1.9176 -0.0620 -0.41
C -0.5586 0.2943 0.6346 0.12
C -1.6602 0.7169 -0.1056 -0.18
C -1.9251 2.0618 -0.2714 -0.22
C -1.1166 3.0346 0.3035 -0.01
C -1.4055 4.5052 0.1308 -0.23
C -1.3453 4.9023 -1.3455 -0.59
C -2.7642 4.8671 0.7348 -0.59
C -0.0272 2.6055 1.0473 -0.20
C 0.2586 1.2624 1.2134 -0.25
H -4.3184 -1.2766 -2.8280 0.23
H -2.5473 -1.5047 -2.7826 0.25
H -3.6211 -2.8613 -3.1468 0.23
H -5.1541 -3.0739 1.4150 0.41
H -1.6418 -3.6466 2.2355 0.25
H -3.2128 -3.4122 3.0274 0.23
H -2.1234 -2.0380 2.7721 0.24
H 0.5845 -2.6136 1.8129 0.25
H 0.5902 -1.0519 2.6779 0.23
H 1.6422 -2.4425 -0.3784 0.42
H 3.4546 -2.3380 -1.6568 0.21
H 3.1123 0.4547 -0.6357 0.22
H 3.2207 -0.0804 -2.3164 0.21
H 5.6549 -0.2911 -2.1352 0.19
H 5.3271 1.2073 -1.2500 0.21
H 6.6715 -0.6738 0.0776 0.20
H 5.2276 -0.0149 0.8724 0.22
H 4.6829 -2.3243 0.9282 0.22
H 5.4747 -2.6381 -0.6197 0.20
H -2.3094 -0.0087 -0.5640 0.21
H -2.7846 2.3491 -0.8581 0.21
H -0.6335 5.0680 0.6672 0.20
H -2.1173 4.3911 -1.9148 0.20
H -1.4920 5.9749 -1.4535 0.21
H -0.3780 4.6399 -1.7678 0.21
H -3.5678 4.3541 0.2125 0.20
H -2.9359 5.9388 0.6609 0.21
H -2.7999 4.5821 1.7841 0.21
H 0.6257 3.3341 1.5066 0.21
H 1.1267 0.9865 1.7878 0.24
```